Below is a 4-piece molecular cluster, C5H17NO5 overall, with properties calculated with ωB97M-V/def2-TZVPD.

```
28
Properties=species:S:1:pos:R:3:forces:R:3
O 0.357319 0.246083 -1.598405 -0.09 -0.14 0.02
C -0.048125 0.255280 -0.440235 0.27 0.18 -0.31
N 0.294550 1.280798 0.386574 -0.46 -0.24 0.76
C -0.072079 1.404461 1.770481 0.11 -0.43 -0.18
O 0.748130 0.619267 2.638298 0.02 -0.07 0.14
C -0.968143 -0.811949 0.079458 -0.32 0.18 0.14
C -2.435647 -0.506716 -0.267805 -0.01 -0.12 -0.43
C -2.737303 -0.684302 -1.759834 0.19 0.15 0.10
H 0.921104 1.976812 0.030233 0.31 0.20 -0.43
H 0.135139 2.421717 2.062340 -0.19 0.34 0.04
H -1.131083 1.169374 1.910411 0.18 0.05 0.09
H 0.335656 -0.218929 2.877800 -0.15 0.12 -0.13
H -0.669212 -1.745295 -0.365367 0.20 -0.34 -0.28
H -0.856993 -0.947422 1.150107 0.01 0.05 0.20
H -2.692923 0.511195 0.024883 -0.02 0.09 0.15
H -3.073264 -1.183745 0.299348 -0.02 0.02 0.13
H -2.608039 -1.728349 -2.054294 0.00 0.08 -0.02
H -2.063633 -0.072068 -2.364029 -0.04 -0.11 0.02
H -3.757108 -0.378402 -1.989634 -0.06 -0.06 0.03
H 1.193943 1.790037 -1.988897 0.15 0.02 -0.15
H 2.336328 2.712984 -2.510371 0.01 -0.05 -0.01
O 1.623305 2.662996 -1.870166 -0.11 0.03 0.14
H 3.720485 -0.430062 1.609050 0.03 -0.16 -0.05
H 2.238744 -0.207655 1.895675 -0.10 -0.05 0.00
O 2.872530 -0.886113 1.608983 0.20 0.22 0.05
H 2.108540 -2.369033 -1.160987 -0.07 0.01 -0.12
H 2.328494 -2.135788 0.328750 -0.15 -0.17 -0.10
O 1.899279 -2.745171 -0.302378 0.11 0.18 0.19
```
Positions in Å, forces in eV/Å.

Calculated values
HOMO-LUMO gap = 10.6761 eV
HOMO energy = -10.22 eV
energy = -631.6976 hartree
energy above the lowest of the compared OMol25 structures with the same formula, charge and spin = 0.00 kJ/mol

***

Below is a 4-piece molecular cluster, C5H17NO5 overall, with properties calculated with ωB97M-V/def2-TZVPD.

```
28
Properties=species:S:1:pos:R:3:forces:R:3
C 0.838935 1.242289 1.341542 0.27 0.06 -0.51
N 0.641245 -0.080582 1.892528 0.37 0.67 -0.22
C 1.309082 -0.483085 3.002144 -1.33 -0.99 0.31
O 1.362617 -1.630994 3.393060 0.30 -0.09 -0.21
C 1.724865 1.307750 0.085209 0.42 -0.29 -0.29
C 1.513587 0.141832 -0.869693 -1.56 -0.48 -0.23
C 0.199368 0.250265 -1.656696 0.60 0.48 -0.88
O 0.035445 1.586837 -2.136709 -0.23 -0.25 0.28
H -0.125052 1.659413 1.046791 -0.09 0.13 0.37
H 1.312410 1.819365 2.129019 -0.28 0.44 0.05
H 0.276204 -0.743529 1.229716 0.12 -0.52 0.34
H 1.614603 0.335212 3.654882 0.50 0.47 -0.16
H 2.792837 1.346876 0.303707 -0.02 0.02 0.43
H 1.475999 2.235297 -0.432640 0.10 -0.03 0.00
H 1.373847 -0.803484 -0.344739 0.53 -0.04 0.20
H 2.310546 -0.050723 -1.563660 0.63 0.42 -0.20
H 0.237239 -0.374453 -2.559187 0.10 -0.40 0.32
H -0.639782 -0.098514 -1.059027 -0.14 0.44 0.10
H -0.883188 1.639650 -2.429653 -0.04 0.19 0.18
H -0.936294 -2.845225 -1.576591 0.38 -0.18 0.18
H -0.379588 -3.229046 -0.174893 0.03 -0.12 -0.21
O -0.406243 -2.520921 -0.831065 -0.26 -0.17 -0.05
H -2.520554 1.840010 -0.416144 0.00 0.04 0.08
H -2.980299 0.463522 -0.932519 0.19 0.23 0.09
O -2.675322 1.342889 -1.221592 -0.33 -0.10 -0.25
H -1.955358 -1.667603 -0.454058 -0.26 0.33 -0.33
H -2.710121 -1.418605 0.765493 -0.62 0.31 0.05
O -2.807028 -1.264442 -0.185227 0.60 -0.58 0.55
```
Positions in Å, forces in eV/Å.

Calculated values
HOMO-LUMO gap = 9.7279 eV
HOMO energy = -9.74 eV
energy = -631.6580 hartree
energy above the lowest of the compared OMol25 structures with the same formula, charge and spin = 103.91 kJ/mol